18
Properties=species:S:1:pos:R:3:forces:R:3 method="wB97M-V/def2-TZVPD" homo_lumo_gap_ev=9.5 e_lumo_ha=0.0309
N -3.486 -0.052 0.156 -0.79 0.29 0.41
N -1.260 -0.532 -0.337 -0.23 -0.53 0.16
N -1.284 1.864 0.042 -0.52 -1.87 0.13
N 0.651 0.787 -0.568 -0.58 -0.21 -0.34
N 1.371 -0.321 -0.156 0.30 -0.74 -0.01
C -2.569 -0.875 -0.079 0.83 -1.24 -0.50
C 2.768 -0.279 -0.486 0.58 -0.59 -1.33
C 2.359 -0.099 0.908 -0.90 -0.51 0.56
C -0.729 0.734 -0.239 0.85 2.52 0.25
H 3.148 0.605 -1.019 -0.25 -0.45 0.18
H -0.617 -1.314 -0.425 0.04 0.59 -0.03
H 3.106 -1.256 -0.859 0.34 0.65 0.29
H -2.275 1.664 0.258 0.48 0.40 -0.34
H 2.363 -0.945 1.586 0.41 0.34 0.28
H 2.350 0.908 1.309 0.24 -0.09 0.21
H 1.130 1.621 -0.267 -0.66 0.72 0.02
H -2.658 -1.983 -0.165 -0.31 0.66 0.23
H -4.368 -0.527 0.341 0.17 0.09 -0.15



21
Properties=species:S:1:pos:R:3:forces:R:3 method="wB97M-V/def2-TZVPD" total_charge=+1 homo_lumo_gap_ev=11.2 e_lumo_ha=-0.1239
O -2.108 -0.963 -2.454 0.44 0.09 1.36
O 1.594 -1.826 2.534 -1.57 1.46 -1.59
N -0.706 1.566 0.690 -3.16 -0.94 1.55
N -0.027 -0.728 -1.545 1.80 -0.50 -3.34
N -1.722 -0.333 -0.226 -3.97 -1.19 -0.53
N 1.321 1.403 -0.867 -3.46 -2.35 -2.51
N -0.275 -0.614 1.754 -0.24 0.29 -0.31
N 1.417 -0.992 0.296 -0.86 0.95 2.90
C -0.694 0.078 0.549 3.93 1.53 0.13
C -1.394 -0.723 -1.510 -1.47 0.03 -1.61
C 0.548 -0.274 -0.419 0.16 1.35 1.14
C 0.961 -1.200 1.711 1.93 -1.59 -0.67
H 2.063 -1.558 -0.149 1.60 -1.43 -0.42
H 0.474 -0.936 -2.452 -0.99 0.16 1.63
H -0.900 -0.839 2.500 -0.21 0.00 0.46
H 0.517 1.884 -0.256 0.89 0.02 -2.01
H 2.235 1.516 -0.575 2.23 0.24 1.06
H -1.802 1.757 0.843 3.52 0.41 -0.08
H 1.331 1.303 -1.968 -0.53 1.11 3.07
H -2.723 -0.278 0.030 1.07 -0.04 -0.28
H -0.110 1.754 1.513 -1.12 0.40 0.03



15
Properties=species:S:1:pos:R:3:forces:R:3 method="wB97M-V/def2-TZVPD" total_charge=-1 spin_multiplicity=2 homo_lumo_gap_ev="4.5 / 7.5" e_lumo_ha="0.1631 / 0.1605"
O -2.516 -1.455 0.723 -0.37 -0.51 -0.19
N -0.197 0.938 0.551 0.95 0.45 0.73
C 0.547 -1.035 -0.655 0.43 -1.24 -0.25
C 0.522 0.309 -0.394 -0.50 0.06 -0.17
C -0.277 0.446 1.791 -0.79 0.22 0.80
C 1.310 1.252 -1.271 -0.08 -0.11 -1.04
H -0.905 0.952 2.530 -0.01 0.03 -0.37
H -2.904 -0.685 0.298 0.21 0.15 0.06
H 1.566 2.166 -0.737 -0.12 -0.04 0.01
H 0.927 -1.477 -1.577 0.38 0.53 0.08
H 0.219 -1.835 0.001 -0.32 0.37 0.36
H 2.223 0.774 -1.623 0.20 -0.08 0.20
H 0.799 1.514 -2.209 -0.24 0.18 0.20
H -1.627 -1.513 0.339 -0.03 0.31 0.09
H 0.312 -0.352 2.233 0.27 -0.34 -0.51



15
Properties=species:S:1:pos:R:3:forces:R:3 method="wB97M-V/def2-TZVPD" total_charge=-1 spin_multiplicity=2 homo_lumo_gap_ev="4.0 / 7.3" e_lumo_ha="0.1632 / 0.1587"
O -1.817 0.574 1.189 -0.13 -0.05 -0.24
N 0.591 -0.717 -0.016 -0.01 -0.72 0.14
C 0.433 0.462 -0.847 0.54 -0.04 -0.62
C -1.532 -0.676 1.296 0.08 0.22 0.76
C -0.676 -1.391 0.311 -0.55 0.14 0.01
C 1.236 1.639 -0.316 0.29 0.38 0.25
H 0.755 0.258 -1.880 -0.02 -0.07 -0.02
H -0.614 0.710 -0.889 -0.35 0.18 0.07
H -1.299 -1.544 -0.617 0.33 -0.04 -0.25
H 1.746 2.249 -1.078 -0.37 -0.09 -0.01
H 2.005 1.291 0.363 0.28 -0.29 0.04
H -0.466 -2.374 0.725 0.14 -0.19 -0.06
H 1.182 -1.400 -0.483 -0.03 0.21 0.01
H 0.607 2.262 0.307 -0.25 0.31 0.03
H -2.150 -1.343 1.934 0.04 0.05 -0.11



15
Properties=species:S:1:pos:R:3:forces:R:3 method="wB97M-V/def2-TZVPD" homo_lumo_gap_ev=6.7 e_lumo_ha=-0.0341
O 2.461 -0.529 0.266 1.45 -1.47 -2.64
N -0.681 -0.217 -0.192 -0.20 0.95 -0.39
C -0.502 -0.718 1.215 0.67 -2.12 -1.54
C -1.458 1.012 -0.288 -1.27 0.74 0.76
C 1.633 0.140 -0.590 -4.00 2.24 0.82
C 0.397 -0.393 -1.136 0.98 -1.79 0.89
H 0.274 -1.388 -1.690 0.92 1.33 0.88
H -1.568 1.345 -1.338 0.26 -0.31 0.60
H -0.907 -1.836 1.196 0.97 2.34 0.44
H -2.527 1.028 0.179 1.76 -0.67 -0.71
H -0.896 1.751 0.301 -0.35 0.54 -0.37
H 2.500 -0.673 -0.902 2.08 -1.45 1.14
H -1.120 -0.073 1.764 -1.08 0.46 1.21
H 0.524 -0.685 1.728 -1.07 -0.07 -1.24
H 1.869 1.237 -0.513 -1.14 -0.72 0.15



15
Properties=species:S:1:pos:R:3:forces:R:3 method="wB97M-V/def2-TZVPD" homo_lumo_gap_ev=8.5 e_lumo_ha=0.0228
O -0.695 -0.652 1.047 0.11 0.36 0.30
N -2.122 -0.335 -0.670 -0.21 -0.35 0.08
C 2.088 -0.394 0.445 -0.95 1.28 2.06
C 1.406 0.573 -0.330 0.73 0.43 -3.94
C 0.173 0.361 -0.912 -0.49 -0.67 0.87
C -0.850 -0.255 -0.109 0.13 -1.10 -0.19
H 1.663 -1.366 0.495 -0.16 -0.67 -0.14
H 1.281 0.239 1.067 0.45 -0.90 1.55
H 0.142 2.373 2.264 -0.10 0.26 -0.17
H -0.076 0.524 -1.939 0.01 1.44 -0.16
H 1.899 1.513 -0.618 0.39 -0.48 0.04
H 3.044 -0.248 0.919 0.16 0.36 -0.25
H -0.025 2.989 1.866 0.09 -0.29 0.16
H -2.681 -0.906 -0.051 -0.21 0.05 -0.03
H -2.141 -0.713 -1.606 0.02 0.29 -0.19



15
Properties=species:S:1:pos:R:3:forces:R:3 method="wB97M-V/def2-TZVPD" smiles="CC(=O)N(C)C" homo_lumo_gap_ev=10.0 e_lumo_ha=0.0281
O 1.514 -0.736 0.608 -1.59 -0.18 0.44
N -0.357 0.490 0.194 0.59 -1.84 1.77
C -0.337 0.909 1.530 0.23 3.61 1.16
C -1.284 0.941 -0.714 0.41 1.76 -2.99
C 0.467 -0.509 -0.016 3.80 -1.58 -4.04
C 0.331 -1.253 -1.408 -0.45 -0.52 0.99
H -0.210 2.050 1.435 -0.25 -1.34 1.01
H 0.538 0.484 2.043 -0.53 0.26 -0.22
H -2.124 1.340 -0.239 -1.03 1.41 0.88
H 1.171 -1.966 -1.403 -0.28 0.50 -0.27
H -0.591 -1.887 -1.322 0.53 0.64 -0.59
H -1.739 0.191 -1.291 -0.23 -1.48 -0.87
H -1.271 0.677 2.043 -0.02 0.07 0.12
H -0.793 1.645 -1.499 -1.05 -0.63 1.38
H 0.336 -0.608 -2.337 -0.14 -0.67 1.23



15
Properties=species:S:1:pos:R:3:forces:R:3 method="wB97M-V/def2-TZVPD" homo_lumo_gap_ev=8.6 e_lumo_ha=0.0254
O -1.283 -1.487 -1.567 0.24 0.06 -0.02
N 1.217 -0.966 -0.283 -0.63 0.72 0.28
C -1.475 -0.486 -0.818 1.42 0.63 0.78
C 0.743 0.723 1.448 -0.09 -0.18 0.05
C -0.357 0.732 -0.911 -1.01 -0.63 -0.03
C 0.455 0.073 0.130 0.35 -0.32 -0.64
H -1.081 -0.713 0.401 -0.42 0.01 -0.18
H 0.811 -1.453 -1.092 0.08 -0.08 0.15
H 1.106 0.006 2.186 -0.01 0.03 -0.06
H 1.669 -1.514 0.438 -0.18 -0.09 -0.22
H 1.507 1.495 1.304 -0.06 -0.08 -0.06
H -0.152 1.205 1.840 0.04 -0.02 -0.07
H -0.777 1.686 -0.597 0.13 -0.01 0.05
H 0.096 0.791 -1.900 -0.03 -0.09 0.07
H -2.478 -0.092 -0.579 0.15 0.05 -0.11



15
Properties=species:S:1:pos:R:3:forces:R:3 method="wB97M-V/def2-TZVPD" homo_lumo_gap_ev=10.9 e_lumo_ha=0.0353
O 0.502 1.260 -0.209 -0.03 -0.09 -0.05
N -1.344 -0.036 0.342 0.23 0.39 -0.04
C -0.862 -1.718 -1.361 -0.02 -0.03 -0.09
C 1.385 1.740 0.796 0.17 0.13 0.17
C -0.544 -1.219 0.043 0.07 -0.17 -0.01
C -0.784 1.085 0.225 -0.27 -0.21 0.13
H -1.932 -1.923 -1.462 0.14 0.03 -0.01
H -0.806 -1.984 0.782 -0.01 0.10 -0.12
H -0.305 -2.633 -1.582 -0.09 0.11 0.03
H 2.393 1.434 0.505 -0.17 0.12 0.04
H 0.531 -1.019 0.121 -0.17 -0.06 0.03
H 1.143 1.292 1.769 0.10 0.10 -0.16
H -0.585 -0.958 -2.100 -0.05 -0.13 0.09
H -1.327 2.006 0.464 0.10 -0.13 -0.05
H 1.342 2.835 0.875 -0.01 -0.16 0.02



15
Properties=species:S:1:pos:R:3:forces:R:3 method="wB97M-V/def2-TZVPD" smiles="CCNC(C)=O" homo_lumo_gap_ev=10.5 e_lumo_ha=0.0344
O 0.774 -1.438 1.033 0.04 0.22 -0.18
N 0.182 -0.041 -0.649 0.09 0.03 0.10
C 1.057 -0.514 0.286 -0.01 -0.05 0.12
C -2.109 0.482 0.133 -0.02 0.04 0.03
C -1.203 -0.480 -0.633 -0.11 -0.11 -0.05
C 2.404 0.168 0.405 0.06 0.00 0.02
H 2.450 0.565 1.422 0.09 -0.01 -0.11
H 3.184 -0.592 0.313 -0.10 0.12 0.01
H -1.555 -0.616 -1.661 0.07 0.06 0.12
H -2.109 1.478 -0.323 0.00 -0.14 0.06
H -3.141 0.116 0.147 0.15 0.04 -0.02
H 0.429 0.770 -1.195 0.03 -0.11 0.16
H -1.197 -1.457 -0.146 -0.06 0.11 -0.11
H 2.601 0.981 -0.300 -0.18 -0.17 0.01
H -1.767 0.578 1.169 -0.05 -0.02 -0.15



15
Properties=species:S:1:pos:R:3:forces:R:3 method="wB97M-V/def2-TZVPD" smiles="C[C@@H]1CN1.C=O" homo_lumo_gap_ev=9.6 e_lumo_ha=0.0331
O 2.771 -0.265 0.937 0.04 0.04 0.19
N 0.325 0.580 0.093 -0.09 0.13 -0.02
C -0.388 -0.599 -0.329 -0.10 -0.20 -0.20
C -0.996 0.306 0.670 -0.01 0.26 0.06
C 1.850 0.341 1.447 0.16 -0.09 0.21
C -0.941 -0.593 -1.721 -0.03 -0.06 -0.16
H 0.093 -1.516 0.017 -0.26 0.08 -0.03
H -1.332 0.403 -1.959 0.04 -0.17 0.00
H 1.851 1.441 1.588 0.19 -0.11 0.05
H 0.450 1.263 -0.648 -0.54 0.19 0.27
H 1.047 -0.157 2.031 0.42 -0.11 0.19
H -1.819 0.968 0.416 0.04 -0.27 -0.19
H -0.158 -0.841 -2.440 -0.12 -0.04 -0.05
H -0.990 -0.023 1.713 0.18 0.35 -0.21
H -1.761 -1.308 -1.813 0.09 0.00 -0.10



15
Properties=species:S:1:pos:R:3:forces:R:3 method="wB97M-V/def2-TZVPD" homo_lumo_gap_ev="8.4 / 8.4" e_lumo_ha="0.0221 / 0.0221"
O -0.491 -0.178 -2.334 -0.94 -0.41 -0.77
N 0.294 -0.897 -1.453 0.90 1.10 1.58
C 1.710 -0.111 0.339 -0.16 -0.75 0.76
C 0.339 -0.262 -0.282 0.33 1.12 -2.27
C -1.311 0.077 1.260 0.91 -3.83 -0.31
C -0.680 0.825 0.161 0.82 0.67 -1.01
H 2.361 -0.963 0.127 -0.16 0.07 -0.02
H -0.595 -0.785 -3.084 -0.03 0.21 0.26
H -0.546 -1.144 0.532 -1.42 1.17 2.51
H -2.317 -0.322 1.220 -0.17 0.44 -0.32
H -1.362 1.070 -0.651 0.05 0.04 0.15
H 2.187 0.790 -0.078 -0.37 -0.25 0.00
H -0.950 0.119 2.287 0.19 0.25 -0.30
H 1.637 0.014 1.425 0.04 0.00 -0.09
H -0.167 1.722 0.505 -0.01 0.15 -0.18



15
Properties=species:S:1:pos:R:3:forces:R:3 method="wB97M-V/def2-TZVPD" smiles="C=C/C=C/N.O" homo_lumo_gap_ev=8.6 e_lumo_ha=0.0309
O -2.220 1.002 1.936 1.15 -2.76 -0.64
N -0.361 2.176 -0.318 0.51 -1.00 -0.17
C 0.558 -0.131 -0.185 -2.03 1.58 -0.68
C 0.302 1.067 -0.827 0.11 -3.76 0.21
C 0.954 -1.332 -0.892 2.12 0.97 0.20
C 1.186 -2.416 -0.145 -0.42 -0.67 -0.42
H 0.147 2.953 -0.682 -0.25 1.23 0.43
H 1.418 -1.123 -1.884 -0.83 -0.83 0.40
H 0.500 0.889 -1.930 -0.20 1.47 1.17
H -0.555 2.130 0.698 0.33 0.30 -1.03
H 1.559 -3.358 -0.607 -0.29 0.80 0.87
H -1.713 0.127 1.866 -0.21 1.83 0.96
H 0.892 -2.288 0.929 0.43 -0.90 -1.04
H 0.147 -0.397 0.799 0.47 0.81 0.05
H -2.813 0.700 1.241 -0.89 0.94 -0.32



15
Properties=species:S:1:pos:R:3:forces:R:3 method="wB97M-V/def2-TZVPD" smiles="CCCNC=O" homo_lumo_gap_ev=10.4 e_lumo_ha=0.0316
O 1.516 0.835 -1.528 0.72 0.02 0.11
N 1.412 -0.221 0.508 -0.24 0.24 -0.16
C -1.697 0.517 0.337 0.00 0.05 0.05
C 1.836 0.744 -0.356 0.05 0.00 -0.23
C -0.806 -0.321 -0.573 0.08 0.08 -0.04
C 0.262 -1.125 0.182 0.20 0.09 -0.04
H -2.421 -0.072 0.914 0.17 0.01 -0.14
H -1.065 1.056 1.053 -0.15 0.00 -0.04
H -2.253 1.267 -0.234 0.06 -0.13 0.08
H 2.510 1.506 0.077 0.01 -0.32 0.28
H 1.743 -0.096 1.459 -0.36 -0.28 -0.26
H -0.103 -1.556 1.126 0.13 0.20 -0.25
H -1.358 -0.897 -1.327 -0.07 -0.32 0.57
H 0.607 -1.956 -0.447 0.13 0.21 0.18
H -0.182 0.319 -1.189 -0.74 0.16 -0.11



15
Properties=species:S:1:pos:R:3:forces:R:3 method="wB97M-V/def2-TZVPD" homo_lumo_gap_ev=10.2 e_lumo_ha=0.0366
O -0.881 -0.369 -0.205 1.30 0.15 2.15
N 1.861 -0.746 0.247 0.59 0.43 1.28
C -0.264 0.161 1.115 -1.37 0.05 -2.80
C 1.044 -0.537 1.193 0.19 -1.28 -0.65
C -2.141 0.118 -0.558 -0.23 0.67 0.48
C 1.892 0.018 -0.963 -0.37 -0.03 -0.37
H 2.866 0.511 -1.010 -0.05 -0.02 -0.01
H 1.851 -0.686 -1.794 -0.04 0.11 -0.11
H -2.086 1.185 -0.823 -0.12 -0.06 -0.05
H 1.203 -1.128 2.090 0.07 -0.03 0.19
H -0.918 -0.092 1.958 0.08 0.15 -0.25
H -0.142 1.246 0.988 -0.25 -0.11 0.22
H -2.500 -0.446 -1.420 0.15 -0.01 0.05
H -2.873 0.014 0.256 0.02 -0.05 -0.06
H 1.089 0.750 -1.073 0.04 0.03 -0.07



15
Properties=species:S:1:pos:R:3:forces:R:3 method="wB97M-V/def2-TZVPD" homo_lumo_gap_ev=10.1 e_lumo_ha=0.0400
O -2.428 -0.217 -0.224 0.05 0.05 0.26
N 0.214 0.094 0.559 0.15 0.02 0.04
C -1.205 -0.227 -0.909 0.18 -0.04 -0.41
C -0.238 0.926 -0.560 -0.10 0.29 -0.05
C 1.517 0.281 1.147 0.10 0.01 0.07
C -0.085 -1.079 -0.269 -0.05 -0.30 0.04
H -0.302 -2.013 0.258 -0.10 0.15 -0.09
H 1.540 1.247 1.664 0.05 -0.14 -0.10
H 1.689 -0.501 1.895 0.01 0.12 -0.13
H 0.522 0.966 -1.363 -0.05 0.27 0.17
H 0.690 -1.229 -1.045 -0.03 -0.22 0.25
H 2.346 0.255 0.416 -0.15 -0.01 0.01
H -1.431 -0.398 -1.961 0.06 0.02 0.09
H -0.602 1.929 -0.313 -0.08 -0.18 -0.05
H -2.225 -0.035 0.705 -0.03 -0.05 -0.12



Molecular weight / u: 127.151, 173.156, 87.122, 87.122, 87.122, 87.122, 87.122, 87.122, 87.122, 87.122, 87.122, 87.122, 87.122, 87.122, 87.122, 87.122
Energy above the lowest of the compared OMol25 structures with the same formula, charge and spin / kcal per mole: 55.26, 6.95, 9.43, 6.05, 193.33, 99.69, 38.27, 80.15, 42.55, 4.95, 72.50, 139.43, 65.62, 21.74, 62.99, 51.51